No. 1
This record from OMol25 describes a 8-piece molecular cluster, C24H64O8 overall at a distorted geometry. The level of theory is ωB97M-V with the def2-TZVPD basis set.

```
! RIJCOSX wB97M-V def2-TZVPD def2/J DEFGRID3
* xyz 0 1
C 1.61818 -39.54856 -29.10251
C 2.69483 -40.53309 -28.61241
C 3.33672 -41.36756 -29.71874
O 3.76356 -39.77823 -28.03628
H 1.98949 -39.19468 -30.06427
H 1.32779 -38.72553 -28.44952
H 0.70526 -40.06279 -29.40292
H 2.29297 -41.17463 -27.82817
H 3.89053 -40.72636 -30.40449
H 2.51239 -41.88612 -30.20831
H 4.00670 -42.12019 -29.30308
H 4.29830 -40.44308 -27.59625
C 6.06669 -35.43695 -29.10307
C 5.78143 -36.92978 -28.75709
C 6.45393 -37.37659 -27.47438
O 4.44192 -37.14391 -28.63579
H 7.10590 -35.21772 -29.34819
H 5.68623 -34.77095 -28.32860
H 5.60916 -35.16940 -30.05553
H 6.29519 -37.43066 -29.57762
H 6.00776 -36.77020 -26.68614
H 7.52392 -37.18502 -27.55518
H 6.17565 -38.40574 -27.24742
H 4.26867 -38.06313 -28.41990
C 1.91483 -38.49396 -25.23100
C 1.90234 -37.51835 -24.07501
C 1.93277 -35.99167 -24.41909
O 0.77980 -37.79120 -23.27387
H 2.00034 -39.52266 -24.88092
H 2.76945 -38.26063 -25.86605
H 1.03310 -38.44944 -25.87028
H 2.80721 -37.69366 -23.49315
H 1.11714 -35.80020 -25.11635
H 2.74208 -35.66234 -25.07074
H 1.70686 -35.31267 -23.59688
H 0.05251 -37.57277 -23.86118
C 1.03860 -35.51288 -29.22906
C 1.91799 -34.43055 -28.49110
C 1.07693 -33.42335 -27.69382
O 2.67871 -35.18771 -27.58773
H 1.63639 -36.38692 -29.48749
H 0.54757 -35.05931 -30.09003
H 0.25558 -35.93555 -28.59952
H 2.55705 -33.77526 -29.08296
H 0.39157 -32.77454 -28.23919
H 1.68877 -32.79052 -27.05095
H 0.52777 -33.95288 -26.91528
H 3.25479 -35.73214 -28.12934
C 1.59063 -29.79209 -27.89896
C 2.07943 -28.41184 -28.33957
C 1.32391 -27.22032 -27.67932
O 3.44780 -28.27326 -28.08681
H 1.93276 -29.99151 -26.88344
H 1.95897 -30.54933 -28.59106
H 0.50430 -29.86174 -27.84288
H 1.94829 -28.23715 -29.40745
H 1.87643 -26.30174 -27.87686
H 1.23172 -27.37463 -26.60424
H 0.34314 -27.05076 -28.12365
H 3.61953 -27.39248 -27.74572
C -1.76224 -34.25379 -32.59048
C -2.11121 -33.05273 -33.48915
C -2.96815 -33.50897 -34.73814
O -2.84667 -32.18927 -32.74488
H -1.21894 -33.98894 -31.68341
H -1.05009 -34.89985 -33.10384
H -2.65273 -34.80828 -32.29438
H -1.20083 -32.47984 -33.66551
H -3.65095 -34.30379 -34.43790
H -2.26792 -33.89154 -35.48072
H -3.57232 -32.72055 -35.18700
H -3.43573 -32.68682 -32.17300
C 4.86326 -32.89084 -25.92607
C 4.33360 -31.79374 -24.99642
C 3.08722 -32.18499 -24.18623
O 5.37514 -31.39695 -24.11227
H 4.18459 -33.02141 -26.76896
H 4.92765 -33.86091 -25.43320
H 5.82500 -32.67295 -26.39047
H 3.95526 -30.89175 -25.47742
H 2.37814 -32.65627 -24.86682
H 2.60711 -31.28954 -23.79157
H 3.33043 -32.90356 -23.40354
H 6.06952 -31.02861 -24.66342
C -3.71799 -36.89551 -23.41658
C -2.70416 -36.54583 -24.47816
C -1.95159 -35.20018 -24.20148
O -1.84815 -37.61388 -24.66702
H -3.16573 -37.25096 -22.54666
H -4.38314 -37.70626 -23.71383
H -4.39422 -36.06448 -23.21609
H -3.18302 -36.42283 -25.44959
H -1.28564 -34.99543 -25.03974
H -1.30245 -35.37578 -23.34365
H -2.63859 -34.35695 -24.13018
H -2.39603 -38.36704 -24.89978
*
```

Energy above the lowest of the compared OMol25 structures with the same formula, charge and spin (eV): 2.398
E_tot (hartree): -1554.6492
HOMO energy (eV): -9.452

---

No. 2
This record from OMol25 describes a 8-piece molecular cluster, C24H64O8 overall at a distorted geometry. The level of theory is ωB97M-V with the def2-TZVPD basis set.

```
! RIJCOSX wB97M-V def2-TZVPD def2/J DEFGRID3
* xyz 0 1
C 6.98015 4.96140 -1.34574
C 7.99540 4.05459 -0.63475
C 7.42862 3.29888 0.55110
O 8.42218 3.15863 -1.65675
H 7.48424 5.55666 -2.10709
H 6.49883 5.60804 -0.61205
H 6.26216 4.25374 -1.76025
H 8.78238 4.71942 -0.27873
H 8.13961 2.52603 0.84320
H 6.47557 2.85415 0.26473
H 7.34265 4.01157 1.37131
H 7.87648 2.36882 -1.65370
C -9.34669 -6.58664 -0.80318
C -7.83173 -6.35897 -0.75896
C -7.43656 -5.20311 0.11909
O -7.17242 -7.47488 -0.27844
H -9.58603 -7.47450 -1.38844
H -9.82292 -5.72739 -1.27539
H -9.80721 -6.64734 0.18287
H -7.46850 -6.14816 -1.76479
H -7.70883 -5.34869 1.16445
H -7.91141 -4.27441 -0.19741
H -6.35037 -5.11244 0.12682
H -7.34206 -8.21569 -0.86497
C -1.90552 -7.73047 5.96407
C -2.22685 -7.43059 4.48360
C -1.13167 -7.92328 3.57046
O -3.44144 -8.05986 4.15682
H -1.71525 -8.78933 6.13931
H -2.76426 -7.40074 6.54884
H -1.08007 -7.13038 6.34697
H -2.34190 -6.35349 4.36224
H -1.34423 -7.90034 2.50163
H -0.86070 -8.96691 3.73021
H -0.23781 -7.34419 3.80232
H -3.66630 -8.08885 3.22398
C 0.88315 1.73408 0.79288
C 1.04601 0.19140 0.67553
C -0.22673 -0.48459 1.19084
O 1.16002 -0.10232 -0.69162
H -0.01710 2.07462 0.28132
H 1.69381 2.24727 0.27561
H 0.91223 2.06357 1.83148
H 1.91542 -0.14140 1.24252
H -0.59167 -0.05704 2.12472
H -0.04342 -1.55765 1.24598
H -1.10522 -0.33862 0.56232
H 0.40061 0.28809 -1.13032
C 8.30851 -2.59708 -4.00235
C 6.96371 -2.76674 -3.24762
C 7.15587 -3.86793 -2.15395
O 6.54171 -1.58443 -2.57728
H 8.22823 -1.87178 -4.81205
H 8.59137 -3.55610 -4.43636
H 9.13489 -2.22966 -3.39392
H 6.18725 -3.04788 -3.95909
H 7.95743 -3.56472 -1.48041
H 7.53828 -4.78805 -2.59580
H 6.22518 -4.06356 -1.62135
H 5.61619 -1.61778 -2.32450
C 3.97225 8.68811 7.53153
C 4.31644 7.42390 6.81173
C 3.21228 6.32731 6.84158
O 4.40639 7.74553 5.44388
H 4.57719 9.55809 7.27599
H 4.07892 8.57981 8.61088
H 2.89679 8.84807 7.45472
H 5.21718 6.97189 7.22699
H 3.40380 5.53623 6.11659
H 2.16177 6.61682 6.81502
H 3.33675 5.79260 7.78321
H 3.54235 8.11621 5.24994
C -5.15220 5.16582 -0.86658
C -5.58616 5.38705 -2.31419
C -6.21282 6.79232 -2.54242
O -4.49114 5.20517 -3.16628
H -4.29044 5.81344 -0.70519
H -4.79731 4.14796 -0.70498
H -5.88501 5.41728 -0.09986
H -6.34418 4.62833 -2.50877
H -6.87679 6.63111 -3.39169
H -5.49068 7.59569 -2.68811
H -6.87860 7.08717 -1.73131
H -4.06435 6.02288 -3.43237
C -3.94018 -0.04498 -6.95357
C -3.80361 -0.79782 -5.66720
C -3.05599 -2.11225 -5.87164
O -3.01238 -0.10336 -4.73003
H -4.41342 -0.66452 -7.71535
H -3.02380 0.33227 -7.40748
H -4.54867 0.83637 -6.75092
H -4.77232 -0.99798 -5.20932
H -3.82281 -2.74677 -6.31599
H -2.75884 -2.57431 -4.93020
H -2.23339 -2.07080 -6.58560
H -3.33030 0.80238 -4.74293
*
```

Energy above the lowest of the compared OMol25 structures with the same formula, charge and spin (eV): 3.143
E_tot (hartree): -1554.6218
HOMO energy (eV): -9.807

---

No. 3
This record from OMol25 describes a 12-piece molecular cluster, C24H65BF4N6O14PS3 overall at a distorted geometry. The level of theory is ωB97M-V with the def2-TZVPD basis set.

```
! RIJCOSX wB97M-V def2-TZVPD def2/J DEFGRID3
* xyz 3 1
N -14.63531 39.71528 1.21598
H -13.76569 40.18032 0.99779
H -14.79619 38.75796 0.93711
H -15.24130 40.39282 0.77574
H -14.42557 39.77732 2.20201
N -21.62802 40.80746 2.05835
H -21.17216 41.63001 2.42672
H -21.75058 40.10449 2.77315
H -21.01619 40.35752 1.39252
H -22.42050 41.13522 1.52483
N -23.42398 35.31400 2.43652
H -23.93254 36.07412 2.00792
H -22.71283 35.14142 1.74039
H -23.95898 34.46574 2.55611
H -22.95100 35.70558 3.23842
N -12.92484 33.81459 2.52441
H -12.77228 32.84505 2.76274
H -13.04485 34.00220 1.53927
H -12.23119 34.50571 2.77204
H -13.80602 34.14573 2.89042
N -11.71518 38.65777 6.55332
H -10.97382 38.87654 5.90322
H -12.64352 38.42596 6.22999
H -11.56428 39.40532 7.21552
H -11.50254 37.90000 7.18630
N -20.27143 31.07934 2.70565
H -20.67649 31.19588 1.78780
H -20.52852 31.86857 3.28107
H -19.27617 31.09765 2.53470
H -20.52759 30.27746 3.26374
C -18.33611 37.85409 4.90448
C -17.07199 37.54524 5.21294
C -16.66418 36.04511 5.51927
O -15.48376 35.74510 5.84086
C -17.66043 35.07947 5.53991
C -19.06185 35.36193 5.22409
C -19.33778 36.88873 4.93375
O -20.51447 37.24137 4.82306
O -20.05273 34.56700 5.11859
O -16.21905 38.52032 5.00160
H -18.64175 38.86120 4.66217
H -17.36067 34.06871 5.77421
B -18.49637 43.17928 1.19241
F -17.90692 42.02904 0.65535
F -17.48858 44.07700 1.08189
F -19.62093 43.66519 0.67205
F -18.63745 42.96440 2.54515
C -21.43134 40.51709 8.88251
C -20.23696 41.46316 8.80494
C -20.44528 42.73401 7.82587
S -22.37749 42.72060 7.69303
O -22.72633 42.32655 6.32581
O -22.96146 43.98532 8.19696
C -22.77529 41.28547 8.77166
H -21.30712 39.88620 9.76265
H -21.17794 39.99665 7.95891
H -19.36980 40.89024 8.47647
H -19.91428 41.65817 9.82765
H -20.08676 42.48277 6.82765
H -20.07596 43.64101 8.30448
H -23.65303 40.82415 8.31903
H -22.98134 41.75026 9.73582
C -12.29009 46.20043 3.97261
C -12.98312 46.01409 5.28378
C -13.64477 44.64760 5.26307
S -12.12625 43.63385 4.61837
O -12.50720 42.36134 3.84461
O -11.21467 43.45143 5.77689
C -11.37994 44.96603 3.66666
H -11.70300 47.11800 3.93403
H -13.13892 46.31074 3.29776
H -13.76374 46.75222 5.46791
H -12.35095 46.13317 6.16371
H -14.34372 44.49292 4.44109
H -13.96790 44.10572 6.15192
H -11.44963 44.68953 2.61463
H -10.34277 44.86040 3.98482
C -17.44647 33.54940 11.27997
C -17.57154 34.34756 12.62063
C -18.65717 33.71425 13.52659
S -19.94805 33.31281 12.19208
O -20.89026 34.40613 12.11342
O -20.45385 31.94401 12.49347
C -18.76329 33.18174 10.74461
H -16.82831 32.66565 11.43794
H -17.08376 34.29524 10.57268
H -18.00034 35.34671 12.54357
H -16.51576 34.39798 12.88686
H -19.04360 34.26603 14.38351
H -18.22751 32.73075 13.71686
H -19.17835 33.86864 10.00706
H -18.95069 32.22755 10.25218
C -25.45561 35.84756 7.95723
C -26.71779 35.57404 7.02959
O -26.59015 34.62880 6.01642
P -27.75151 33.97220 5.13602
O -27.19971 33.67716 3.78209
O -28.18885 32.76047 6.05790
C -27.29924 31.72234 6.42404
C -26.79873 32.03972 7.84698
O -28.93994 35.06865 5.16531
C -29.96191 34.85741 4.19229
C -31.04226 35.95662 4.58556
H -25.19927 34.98654 8.57452
H -24.51875 36.04939 7.43793
H -25.65242 36.73893 8.55289
H -27.39885 35.33870 7.84744
H -27.14121 36.38664 6.43925
H -27.91950 30.82637 6.39949
H -26.51919 31.67699 5.66407
H -26.20172 31.17583 8.13916
H -26.19083 32.93512 7.71730
H -27.61542 32.17878 8.55535
H -29.59906 34.85757 3.16446
H -30.43586 33.89429 4.38172
H -31.37170 35.82857 5.61667
H -30.59613 36.94980 4.63699
H -31.82771 35.94654 3.82987
*
```

E_tot (hartree): -4294.5718
HOMO energy (eV): -11.420

---

No. 4
This record from OMol25 describes C24H66AlBrF6MgO10P as an isolated structure at a distorted geometry. The level of theory is ωB97M-V with the def2-TZVPD basis set.

```
! RIJCOSX wB97M-V def2-TZVPD def2/J DEFGRID3
* xyz 1 1
Mg -14.75302 -23.03401 -27.04481
Al -11.65723 -25.45491 -27.78100
O -12.89875 -22.94697 -26.62086
H -12.16080 -22.31093 -26.54727
O -14.47321 -24.64993 -27.94219
H -15.11928 -25.37262 -28.06402
P -11.83490 -21.60685 -29.92502
F -12.12910 -20.68017 -28.63621
F -13.44229 -21.75440 -30.20880
F -11.93341 -20.25612 -30.79441
F -11.42722 -22.47101 -31.25708
F -10.29544 -21.45270 -29.56026
F -11.82641 -23.03698 -29.16323
Br -16.40999 -23.79747 -25.40486
C -14.69457 -29.32908 -26.67669
C -14.31736 -28.08921 -25.81780
C -14.53775 -28.58129 -24.35659
O -12.97027 -27.78739 -25.91908
H -14.38592 -30.31359 -26.32516
H -14.41437 -29.19687 -27.72174
H -15.78448 -29.31801 -26.68435
H -14.88189 -27.18330 -26.03854
H -14.35302 -27.89177 -23.53284
H -13.96663 -29.49258 -24.17917
H -15.55800 -28.95766 -24.28220
H -12.53572 -28.40740 -25.32887
C -17.75557 -21.24057 -28.67084
C -16.96472 -22.50773 -28.98172
C -16.86125 -22.90524 -30.40898
O -15.62831 -22.30009 -28.67988
H -17.60378 -20.83124 -27.67208
H -18.83423 -21.35115 -28.78205
H -17.45103 -20.43250 -29.33597
H -17.33744 -23.36024 -28.41393
H -17.87618 -22.99773 -30.79558
H -16.39912 -23.88794 -30.31506
H -16.31531 -22.25586 -31.09334
H -15.44896 -21.63098 -29.34450
C -12.55153 -25.95095 -22.97115
C -12.28799 -24.93001 -24.05417
C -11.81694 -23.58005 -23.51173
O -11.21721 -25.43462 -24.82258
H -11.87197 -25.81946 -22.12913
H -12.40544 -26.95325 -23.37384
H -13.58290 -25.82468 -22.64185
H -13.19213 -24.90309 -24.66238
H -10.99881 -23.69604 -22.80089
H -12.65607 -22.94416 -23.22956
H -11.42434 -23.01866 -24.35956
H -10.53416 -25.71144 -24.20742
C -7.85412 -22.19794 -27.34996
C -8.55255 -23.10734 -26.32878
C -8.77430 -22.35177 -24.95703
O -9.86467 -23.20536 -26.84033
H -6.79351 -22.26949 -27.10894
H -8.40458 -21.26848 -27.49549
H -7.98152 -22.63881 -28.33865
H -8.01297 -24.05394 -26.29842
H -9.53777 -21.58252 -25.07311
H -7.85247 -21.90103 -24.58936
H -9.13063 -23.03147 -24.18300
H -10.34105 -22.37474 -26.77156
C -17.60668 -23.94593 -20.00034
C -18.03326 -24.11250 -21.48873
C -18.12451 -22.79276 -22.15948
O -17.14897 -24.91291 -22.10379
H -18.52085 -23.68426 -19.46750
H -16.95038 -23.09607 -19.81296
H -17.04480 -24.76992 -19.56054
H -19.01094 -24.59435 -21.49630
H -18.33701 -22.79525 -23.22856
H -17.17338 -22.29239 -21.97764
H -18.97735 -22.26513 -21.73241
H -16.97399 -24.74671 -23.03296
C -13.45692 -19.27912 -25.65691
C -14.48319 -20.39378 -25.26253
C -15.62480 -19.91777 -24.38490
O -15.00757 -20.79206 -26.50508
H -12.88757 -19.68120 -26.49494
H -12.81654 -19.15073 -24.78425
H -13.83951 -18.33256 -26.03865
H -14.01172 -21.19480 -24.69316
H -15.49230 -20.10467 -23.31925
H -16.65855 -19.95879 -24.72809
H -15.66409 -18.83087 -24.31262
H -15.16952 -20.02113 -27.05376
C -13.59984 -24.76805 -32.88715
C -13.64405 -25.34357 -31.51544
C -14.40991 -26.64926 -31.26938
O -12.36576 -25.38056 -30.91069
H -12.83867 -23.98882 -32.92628
H -14.53035 -24.20727 -32.97532
H -13.40694 -25.48068 -33.68905
H -14.23642 -24.59681 -30.98671
H -15.41420 -26.35771 -31.57678
H -14.37148 -26.89724 -30.20867
H -14.15980 -27.47402 -31.93671
H -11.82295 -24.84732 -31.49601
C -18.52368 -28.46580 -26.22753
C -17.86230 -27.19575 -26.41167
C -17.50627 -26.76978 -27.81656
O -18.73143 -26.22482 -25.81454
H -18.03344 -29.36611 -26.59793
H -19.50621 -28.42357 -26.69758
H -18.68710 -28.62079 -25.16105
H -17.08178 -27.14683 -25.65241
H -16.47165 -27.04739 -28.01804
H -17.54531 -25.69020 -27.96178
H -18.19896 -27.06374 -28.60514
H -18.17093 -25.44814 -25.87932
*
```

E_tot (hartree): -5663.2862
HOMO energy (eV): -11.630

---

no.,frontier orbital gap (eV),LUMO (eV)
1,9.94,0.491
2,10.27,0.464
3,3.52,-7.901
4,2.17,-9.463